[1]
The following is a DFT calculation (ωB97M-V with the def2-TZVPD basis set) of a structure of composition C23H14BF2N2NiOPS2.

The electronic energy comes out at -3940.39606 hartree. Its energy above the lowest of the compared OMol25 structures with the same formula, charge and spin is 0.0 kcal/mol. As for the highest occupied orbital energy: 0.305 eV. As for the maximum force: 0.2 eV/A. Its lowest unoccupied orbital energy is 4.786 eV. The total charge is -2.

CARTESIAN COORDINATES (ANGSTROEM)
Ni 0.336 -0.357 0.640
O 1.361 -1.869 2.965
C 0.466 -1.323 2.311
C -0.963 -1.600 2.885
C -1.164 -1.958 4.216
C -2.439 -2.207 4.697
C -3.533 -2.124 3.840
C -3.342 -1.783 2.509
C -2.061 -1.504 2.033
P -1.597 -1.057 0.298
C -3.107 -0.193 -0.301
C -3.404 -0.209 -1.669
C -4.391 0.603 -2.201
C -5.111 1.460 -1.376
C -4.815 1.504 -0.023
C -3.820 0.693 0.507
C -1.826 -2.704 -0.514
C -3.048 -3.351 -0.687
C -3.112 -4.601 -1.287
C -1.949 -5.226 -1.719
C -0.726 -4.592 -1.551
C -0.667 -3.339 -0.955
H -0.285 -2.046 4.846
H -2.589 -2.477 5.738
H -4.533 -2.327 4.209
H -4.194 -1.721 1.841
H -2.831 -0.850 -2.332
H -4.571 0.593 -3.269
H -5.868 2.113 -1.794
H -5.342 2.195 0.626
H -3.579 0.767 1.561
H -3.960 -2.865 -0.360
H -4.072 -5.088 -1.418
H -1.998 -6.203 -2.188
H 0.186 -5.068 -1.891
H 0.281 -2.826 -0.824
S 1.225 0.104 -3.308
C -0.040 1.208 -2.844
C -1.078 1.473 -3.786
N -1.892 1.696 -4.573
C -0.040 1.746 -1.597
S 1.237 1.334 -0.452
C -1.054 2.656 -1.173
N -1.848 3.425 -0.849
F 3.187 -0.438 -1.421
B 2.455 0.644 -1.853
F 3.287 1.667 -2.292

***

[2]
The following is a DFT calculation (ωB97M-V with the def2-TZVPD basis set) of a structure of composition C23H14BaCl5F12N2O2.

The electronic energy comes out at -4669.88586 hartree. Its energy above the lowest of the compared OMol25 structures with the same formula, charge and spin is 14.8 kcal/mol. As for the highest occupied orbital energy: -3.602 eV. As for the maximum force: 1.6 eV/A. Its lowest unoccupied orbital energy is 1.719 eV. The total charge is -1.

CARTESIAN COORDINATES (ANGSTROEM)
Ba 0.617 -2.013 0.140
C 3.151 3.881 -3.212
C 2.337 3.025 -2.281
C 0.956 3.120 -2.223
C 0.228 2.302 -1.383
C 0.813 1.318 -0.571
N 0.003 0.470 0.179
C -1.076 0.937 0.900
C -1.095 2.284 1.308
C -2.130 2.861 2.014
C -3.240 2.121 2.373
C -4.395 2.714 3.130
C -3.237 0.776 2.012
C -2.219 0.132 1.317
C -2.389 -1.398 1.011
O -1.354 -2.153 1.402
C -2.694 -1.547 -0.611
F -1.574 -1.884 -1.343
F -3.149 -0.422 -1.165
F -3.571 -2.515 -0.938
C -3.645 -2.038 1.670
F -3.668 -3.371 1.465
F -4.833 -1.565 1.207
F -3.646 -1.871 3.005
C 2.249 1.223 -0.614
C 2.948 2.082 -1.459
C 3.034 0.126 0.189
O 2.741 -1.103 -0.260
C 2.693 0.285 1.779
F 2.074 1.429 2.064
F 3.774 0.239 2.581
F 1.892 -0.720 2.253
C 4.576 0.269 0.083
F 5.059 1.453 0.532
F 5.212 -0.697 0.765
F 4.989 0.134 -1.197
H 2.588 4.760 -3.530
H 4.069 4.232 -2.735
H 3.448 3.345 -4.119
H 0.437 3.842 -2.847
H -0.851 2.395 -1.357
H -0.237 2.895 1.060
H -2.064 3.910 2.291
H -4.257 3.789 3.268
H -5.344 2.572 2.606
H -4.511 2.271 4.123
H -4.108 0.211 2.302
H 4.025 2.049 -1.485
Cl 1.997 -2.998 -3.129
C 2.110 -1.248 -3.496
Cl 0.510 -0.508 -3.645
H 2.618 -1.157 -4.447
H 2.634 -0.784 -2.664
Cl -0.783 -8.280 -0.626
C -0.886 -6.898 0.484
Cl 0.169 -7.155 1.873
Cl -2.547 -6.627 1.000
C -0.428 -5.705 -0.242
N -0.021 -4.796 -0.807

***

[3]
The following is a DFT calculation (ωB97M-V with the def2-TZVPD basis set) of a structure of composition C23H14N8O2S5Yb.

The electronic energy comes out at -4623.27001 hartree. Its energy above the lowest of the compared OMol25 structures with the same formula, charge and spin is 3.5 kcal/mol. As for the highest occupied orbital energy (spin up / spin down): -5.613 / -5.613 eV. The expectation value of S² is 0.7509. Its spin multiplicity is 2. As for the maximum force: 1.3 eV/A. Its lowest unoccupied orbital energy (spin up / spin down) is 1.488 / 1.490 eV. The total charge is -1.

CARTESIAN COORDINATES (ANGSTROEM)
Yb 0.392 -0.330 0.026
S 0.851 -0.262 2.629
C 2.485 -0.702 2.196
S 2.978 -0.496 0.546
C 3.341 -1.185 3.160
C 4.702 -1.536 2.866
N 5.801 -1.817 2.665
C 2.899 -1.369 4.515
N 2.551 -1.519 5.604
O 0.277 -0.557 -4.545
C 0.320 0.765 -4.801
C 0.322 1.138 -6.147
C 0.359 2.468 -6.504
C 0.393 3.461 -5.526
C 0.392 3.097 -4.196
C 0.358 1.755 -3.804
C 0.358 1.399 -2.360
O 0.318 0.122 -2.031
N 0.383 2.371 -1.511
N 0.332 1.988 -0.158
C 0.280 3.024 0.598
S 0.192 2.935 2.341
C -0.361 4.654 2.507
C 0.408 5.475 1.498
S 0.287 4.635 -0.104
H 0.282 -0.673 -3.576
H 0.292 0.349 -6.890
H 0.363 2.738 -7.554
H 0.422 4.506 -5.806
H 0.420 3.848 -3.418
H -0.160 4.963 3.534
H -1.433 4.699 2.318
H 1.458 5.551 1.775
H -0.010 6.475 1.381
N -0.018 -2.543 -0.218
C -0.059 -3.693 -0.357
C -0.189 -5.067 -0.519
C -1.277 -5.720 0.120
N -2.171 -6.228 0.649
C 0.734 -5.793 -1.326
N 1.473 -6.381 -1.990
S -2.392 0.061 0.648
C -2.543 -1.236 1.766
N -2.109 -1.059 3.034
C -2.077 -2.017 3.989
C -2.589 -3.247 3.726
C -3.121 -3.481 2.447
C -3.092 -2.500 1.487
H -1.663 -0.170 3.220
H -1.613 -1.743 4.925
H -2.560 -4.022 4.478
H -3.521 -4.457 2.206
H -3.464 -2.674 0.488

***

[4]
The following is a DFT calculation (ωB97M-V with the def2-TZVPD basis set) of a structure of composition C23H15Cl2MnN6O5Se.

The electronic energy comes out at -6063.03595 hartree. As for the highest occupied orbital energy (spin up / spin down): -3.718 / -4.290 eV. The expectation value of S² is 8.7629. Its spin multiplicity is 6. As for the maximum force: 3.5 eV/A. Its lowest unoccupied orbital energy (spin up / spin down) is 2.082 / 1.987 eV. The total charge is -1.

CARTESIAN COORDINATES (ANGSTROEM)
Mn -0.045 0.537 0.310
N 3.608 -1.564 -0.005
C 2.961 -0.387 -0.125
N 1.981 0.007 0.605
C 1.360 -1.025 1.492
N 0.762 -0.354 2.636
N 0.045 0.610 2.176
C -0.760 1.443 2.796
C -1.260 2.476 1.922
C -2.432 3.204 2.157
C -2.894 4.085 1.203
C -2.152 4.269 0.039
C -0.989 3.542 -0.120
N -0.537 2.653 0.767
C 2.354 -2.060 1.958
C 2.204 -2.761 3.144
C 3.070 -3.798 3.448
C 4.081 -4.146 2.562
C 4.273 -3.422 1.401
C 3.408 -2.376 1.109
H 4.317 -1.822 -0.667
H 3.355 0.295 -0.872
H -1.038 1.330 3.838
H -2.990 3.014 3.064
H -3.827 4.613 1.351
H -2.470 4.956 -0.734
H -0.371 3.668 -1.003
H 1.389 -2.493 3.798
H 2.931 -4.359 4.362
H 4.725 -4.989 2.779
H 5.065 -3.672 0.705
Cl -4.893 0.608 -0.139
C -3.718 0.684 -1.397
C -4.125 0.815 -2.721
C -3.191 0.888 -3.730
Cl -3.751 1.016 -5.373
C -1.808 0.888 -3.463
C -0.800 0.986 -4.437
C 0.512 1.021 -4.018
C 0.814 0.987 -2.667
N -0.098 0.869 -1.707
C -1.407 0.796 -2.103
C -2.362 0.616 -1.046
O -1.952 0.400 0.151
H -5.178 0.853 -2.961
H -1.052 1.039 -5.486
H 1.313 1.110 -4.740
H 1.835 1.086 -2.324
O 1.232 -3.961 -0.308
Se -0.079 -3.397 0.409
O -0.361 -3.935 1.879
O 0.296 -1.558 0.618
O -1.352 -3.282 -0.533

***

[5]
The following is a DFT calculation (ωB97M-V with the def2-TZVPD basis set) of a structure of composition C23H15Cl4N2O7Ti.

The electronic energy comes out at -4211.50113 hartree. Its energy above the lowest of the compared OMol25 structures with the same formula, charge and spin is 10.3 kcal/mol. As for the highest occupied orbital energy: -11.282 eV. As for the maximum force: 0.8 eV/A. Its lowest unoccupied orbital energy is -4.616 eV. The total charge is +1.

CARTESIAN COORDINATES (ANGSTROEM)
Ti -0.608 -0.431 -1.109
C -3.844 -0.671 -1.701
O -2.686 0.118 -1.353
C -2.790 1.513 -1.457
C -3.864 2.164 -2.020
C -3.824 3.555 -2.062
C -2.747 4.263 -1.547
C -1.681 3.593 -0.965
C -1.716 2.215 -0.923
N -0.740 1.369 -0.326
N -0.013 1.764 0.630
C 0.522 0.796 1.429
C -0.121 -0.463 1.555
O -1.011 -0.872 0.671
C 0.111 -1.260 2.702
C 1.042 -0.869 3.609
C 1.783 0.347 3.478
C 2.758 0.707 4.427
C 3.447 1.884 4.295
C 3.178 2.734 3.210
C 2.235 2.400 2.268
C 1.520 1.199 2.394
H -4.704 -0.282 -1.164
H -3.995 -0.639 -2.778
H -3.634 -1.682 -1.370
H -4.701 1.628 -2.440
H -4.652 4.086 -2.512
H -2.735 5.342 -1.597
H -0.836 4.120 -0.544
H -0.438 -2.185 2.803
H 1.242 -1.499 4.468
H 2.954 0.043 5.259
H 4.196 2.160 5.024
H 3.728 3.660 3.109
H 2.047 3.050 1.425
Cl 2.643 -6.830 -0.643
C 2.147 -5.177 -0.703
C 0.837 -4.882 -1.051
C 0.481 -3.552 -1.092
Cl -1.179 -3.093 -1.465
C 1.369 -2.526 -0.821
O 0.957 -1.242 -0.907
C 2.664 -2.851 -0.445
Cl 3.767 -1.594 -0.026
C 3.057 -4.178 -0.393
H 0.127 -5.665 -1.272
H 4.070 -4.427 -0.108
O 0.810 0.079 -4.702
Cl -0.051 0.480 -3.667
O -0.996 1.463 -4.047
O -0.802 -0.740 -3.111
O 0.679 0.877 -2.434

***

Repeat the fourth record exactly.
The following is a DFT calculation (ωB97M-V with the def2-TZVPD basis set) of a structure of composition C23H15Cl2MnN6O5Se.

The electronic energy comes out at -6063.03595 hartree. As for the highest occupied orbital energy (spin up / spin down): -3.718 / -4.290 eV. The expectation value of S² is 8.7629. Its spin multiplicity is 6. As for the maximum force: 3.5 eV/A. Its lowest unoccupied orbital energy (spin up / spin down) is 2.082 / 1.987 eV. The total charge is -1.

CARTESIAN COORDINATES (ANGSTROEM)
Mn -0.045 0.537 0.310
N 3.608 -1.564 -0.005
C 2.961 -0.387 -0.125
N 1.981 0.007 0.605
C 1.360 -1.025 1.492
N 0.762 -0.354 2.636
N 0.045 0.610 2.176
C -0.760 1.443 2.796
C -1.260 2.476 1.922
C -2.432 3.204 2.157
C -2.894 4.085 1.203
C -2.152 4.269 0.039
C -0.989 3.542 -0.120
N -0.537 2.653 0.767
C 2.354 -2.060 1.958
C 2.204 -2.761 3.144
C 3.070 -3.798 3.448
C 4.081 -4.146 2.562
C 4.273 -3.422 1.401
C 3.408 -2.376 1.109
H 4.317 -1.822 -0.667
H 3.355 0.295 -0.872
H -1.038 1.330 3.838
H -2.990 3.014 3.064
H -3.827 4.613 1.351
H -2.470 4.956 -0.734
H -0.371 3.668 -1.003
H 1.389 -2.493 3.798
H 2.931 -4.359 4.362
H 4.725 -4.989 2.779
H 5.065 -3.672 0.705
Cl -4.893 0.608 -0.139
C -3.718 0.684 -1.397
C -4.125 0.815 -2.721
C -3.191 0.888 -3.730
Cl -3.751 1.016 -5.373
C -1.808 0.888 -3.463
C -0.800 0.986 -4.437
C 0.512 1.021 -4.018
C 0.814 0.987 -2.667
N -0.098 0.869 -1.707
C -1.407 0.796 -2.103
C -2.362 0.616 -1.046
O -1.952 0.400 0.151
H -5.178 0.853 -2.961
H -1.052 1.039 -5.486
H 1.313 1.110 -4.740
H 1.835 1.086 -2.324
O 1.232 -3.961 -0.308
Se -0.079 -3.397 0.409
O -0.361 -3.935 1.879
O 0.296 -1.558 0.618
O -1.352 -3.282 -0.533

***

Which of these has the highest total charge?
C23H15Cl4N2O7Ti

***

Repeat the third record exactly.
The following is a DFT calculation (ωB97M-V with the def2-TZVPD basis set) of a structure of composition C23H14N8O2S5Yb.

The electronic energy comes out at -4623.27001 hartree. Its energy above the lowest of the compared OMol25 structures with the same formula, charge and spin is 3.5 kcal/mol. As for the highest occupied orbital energy (spin up / spin down): -5.613 / -5.613 eV. The expectation value of S² is 0.7509. Its spin multiplicity is 2. As for the maximum force: 1.3 eV/A. Its lowest unoccupied orbital energy (spin up / spin down) is 1.488 / 1.490 eV. The total charge is -1.

CARTESIAN COORDINATES (ANGSTROEM)
Yb 0.392 -0.330 0.026
S 0.851 -0.262 2.629
C 2.485 -0.702 2.196
S 2.978 -0.496 0.546
C 3.341 -1.185 3.160
C 4.702 -1.536 2.866
N 5.801 -1.817 2.665
C 2.899 -1.369 4.515
N 2.551 -1.519 5.604
O 0.277 -0.557 -4.545
C 0.320 0.765 -4.801
C 0.322 1.138 -6.147
C 0.359 2.468 -6.504
C 0.393 3.461 -5.526
C 0.392 3.097 -4.196
C 0.358 1.755 -3.804
C 0.358 1.399 -2.360
O 0.318 0.122 -2.031
N 0.383 2.371 -1.511
N 0.332 1.988 -0.158
C 0.280 3.024 0.598
S 0.192 2.935 2.341
C -0.361 4.654 2.507
C 0.408 5.475 1.498
S 0.287 4.635 -0.104
H 0.282 -0.673 -3.576
H 0.292 0.349 -6.890
H 0.363 2.738 -7.554
H 0.422 4.506 -5.806
H 0.420 3.848 -3.418
H -0.160 4.963 3.534
H -1.433 4.699 2.318
H 1.458 5.551 1.775
H -0.010 6.475 1.381
N -0.018 -2.543 -0.218
C -0.059 -3.693 -0.357
C -0.189 -5.067 -0.519
C -1.277 -5.720 0.120
N -2.171 -6.228 0.649
C 0.734 -5.793 -1.326
N 1.473 -6.381 -1.990
S -2.392 0.061 0.648
C -2.543 -1.236 1.766
N -2.109 -1.059 3.034
C -2.077 -2.017 3.989
C -2.589 -3.247 3.726
C -3.121 -3.481 2.447
C -3.092 -2.500 1.487
H -1.663 -0.170 3.220
H -1.613 -1.743 4.925
H -2.560 -4.022 4.478
H -3.521 -4.457 2.206
H -3.464 -2.674 0.488

***

Which value of electronic energy does entry 5 give?
-4211.50113 hartree